one:
C7H10O2 | wB97M-V/def2-TZVPD

Structure (ORCA input):
```
! RIJCOSX wB97M-V def2-TZVPD def2/J DEFGRID3
* xyz 0 1
C -1.01673 -0.43966 1.55170
C -0.27758 -0.14648 0.14181
C -1.29076 -0.18192 -1.11639
C 0.91414 -1.08858 -0.19054
C 2.16620 -0.32244 -0.35563
C 1.90179 1.04089 -0.15440
C 0.53405 1.37964 0.16333
H -1.20484 0.55092 2.11227
H -0.29620 -0.97039 2.08114
H -1.98620 -1.02203 1.38189
H -0.90595 0.25022 -2.12759
H -1.50130 -1.11492 -1.35024
H -2.03749 1.17539 0.05932
H 1.03649 -1.81105 0.62171
H 0.55467 -1.58234 -1.19259
H 3.11717 -0.65373 -0.78145
H 2.58328 1.83990 -0.31509
O -2.30991 0.64816 -0.72204
O 0.01916 2.44843 0.19282
*
```

highest occupied orbital energy = -9.22 eV
lowest unoccupied orbital energy = 0.004 Eh
SMILES = C[C@]1(CO)CC=CC1=O
frontier orbital gap = 9.325 eV

=====

two:
C7H10O2 | wB97M-V/def2-TZVPD

Structure (ORCA input):
```
! RIJCOSX wB97M-V def2-TZVPD def2/J DEFGRID3
* xyz 0 1
C -0.79682 -0.94336 0.56630
C 1.05738 0.46100 -0.50143
C 0.28617 1.04584 -1.68773
C -0.81770 0.01087 1.72755
C 0.55219 -0.90020 -0.11871
C -1.51285 1.34422 1.43940
C 1.23241 -2.00911 -0.37614
O -0.33959 -0.18692 2.81258
O -2.23326 1.53164 0.50064
H -1.31677 2.11267 2.20849
H -0.98532 -1.95241 0.92730
H -1.57275 -0.64442 -0.14179
H 2.11322 0.38453 -0.77398
H 0.97784 1.14211 0.35358
H 0.86197 -2.98056 -0.12018
H 2.19625 -1.98219 -0.85992
H -0.74828 1.25257 -1.42326
H 0.29873 0.34286 -2.51323
H 0.74717 1.97086 -2.01946
*
```

highest occupied orbital energy = -9.50 eV
lowest unoccupied orbital energy = -0.021 Eh
SMILES = C=C(CC)CC(=O)C=O
frontier orbital gap = 8.930 eV

=====

Least stable of them? one.

=====

one:
C7H10O2 | wB97M-V/def2-TZVPD

Structure (ORCA input):
```
! RIJCOSX wB97M-V def2-TZVPD def2/J DEFGRID3
* xyz 0 1
C -0.94563 0.05234 1.43729
C -1.67159 0.91668 0.31906
C -1.13052 1.39480 -0.99040
C 0.60100 -1.85093 -0.55818
C 0.52312 -0.13629 1.34808
C 1.13359 -0.59512 0.06171
C 2.17352 0.08234 -0.41425
O -1.86667 -0.43470 0.50648
O 1.20329 0.11796 2.32359
H -1.31651 0.11768 2.45782
H -2.38586 1.58195 0.80017
H -1.94959 1.74289 -1.62748
H -0.43038 2.22079 -0.84607
H -0.60083 0.59697 -1.50713
H -0.47359 -1.77507 -0.72004
H 0.77463 -2.69348 0.11397
H 1.10296 -2.05109 -1.50340
H 2.57135 0.93556 0.11074
H 2.68772 -0.22329 -1.31196
*
```

highest occupied orbital energy = -9.67 eV
lowest unoccupied orbital energy = 0.026 Eh
SMILES = C=C(C)C(=O)[C@@H]1O[C@@H]1C
frontier orbital gap = 10.371 eV

=====

two:
C7H10O2 | wB97M-V/def2-TZVPD

Structure (ORCA input):
```
! RIJCOSX wB97M-V def2-TZVPD def2/J DEFGRID3
* xyz 0 1
C -2.97238 0.40882 0.14976
C -1.18075 -1.23849 -0.12269
C -0.02940 -0.60325 0.24540
C 0.13720 0.90231 0.17232
C 1.58335 1.26719 -0.07322
C 2.47303 0.34231 -0.27681
C 2.20181 -1.14360 -0.21369
H -2.26957 1.17961 0.49850
H -3.66092 0.81054 -0.51743
H -3.44157 -0.04735 1.08456
H -1.20569 -2.36884 -0.24620
H -0.14678 1.45589 1.08919
H -0.56992 1.24018 -0.60065
H 1.73386 2.34174 -0.04907
H 3.52318 0.59266 -0.36258
H 1.99659 -1.44625 -1.23114
H 3.03622 -1.64706 0.34523
O -2.27070 -0.66664 -0.51287
O 1.06244 -1.37977 0.62139
*
```

highest occupied orbital energy = -7.95 eV
lowest unoccupied orbital energy = 0.032 Eh
SMILES = CO/C=C1\CC=CCO1
frontier orbital gap = 8.819 eV

=====

Least stable of them? two.

=====

one:
C4H5NS | wB97M-V/def2-TZVPD

Structure (ORCA input):
```
! RIJCOSX wB97M-V def2-TZVPD def2/J DEFGRID3
* xyz 0 1
C -0.00563 -0.58407 0.94463
C -1.03214 0.31529 0.81638
C -1.10229 0.96247 -0.40949
C 0.04132 0.57613 -1.03247
H 2.62991 -0.43395 0.80957
H 0.10540 -1.87133 1.32311
H -2.14964 0.17002 1.32123
H -1.71376 1.80750 -0.75891
H 0.54897 0.71697 -1.99028
N 0.57873 -0.58086 -0.43592
S 2.09914 -1.07817 -0.58785
*
```

highest occupied orbital energy = -8.82 eV
lowest unoccupied orbital energy = 0.003 Eh
frontier orbital gap = 8.897 eV

=====

two:
C4H5NS | wB97M-V/def2-TZVPD

Structure (ORCA input):
```
! RIJCOSX wB97M-V def2-TZVPD def2/J DEFGRID3
* xyz 0 1
C 1.01176 1.61347 -0.07729
C 1.63059 0.26608 0.06004
C 0.51153 -0.75085 0.04241
C -0.72646 0.17450 -0.04266
N -0.26881 1.52956 -0.05865
S 3.18655 -0.21217 0.20499
H 1.35414 2.61928 -0.19422
H 0.69508 -1.17943 -0.97632
H 0.51013 -1.46068 0.91819
H -1.20153 -0.19960 -0.99946
H -1.44671 0.09295 0.70020
*
```

highest occupied orbital energy (alpha / beta) = -8.70 / -8.70 eV
lowest unoccupied orbital energy (alpha / beta) = -0.031 / -0.031 Eh
SMILES = S=C1C=NCC1
frontier orbital gap (alpha / beta) = 7.850 / 7.849 eV

=====

Least stable of them? one.

=====

one:
C4H5NS | wB97M-V/def2-TZVPD

Structure (ORCA input):
```
! RIJCOSX wB97M-V def2-TZVPD def2/J DEFGRID3
* xyz 0 1
C 1.91680 -0.27596 0.02372
C -0.45098 0.63891 -0.13502
C -1.83639 0.23379 -0.03177
C -2.99340 -0.14640 -0.01655
H 2.40681 -1.23212 0.11347
H 2.11923 0.33403 0.95597
H 2.32745 0.29711 -0.84478
H 0.17032 -1.29494 -0.05788
H -4.01294 -0.40816 0.15389
N 0.46266 -0.36052 -0.13340
S -0.10955 2.21426 -0.02766
*
```

highest occupied orbital energy = -8.51 eV
lowest unoccupied orbital energy = 0.005 Eh
SMILES = C#CC(=S)NC
frontier orbital gap = 8.648 eV

=====

two:
C4H5NS | wB97M-V/def2-TZVPD

Structure (ORCA input):
```
! RIJCOSX wB97M-V def2-TZVPD def2/J DEFGRID3
* xyz 0 1
C -0.50970 -0.95221 0.04072
C -2.07697 -1.50371 0.04892
C 0.73339 -1.62068 0.08652
C -0.51133 0.60027 0.14912
N -1.86490 1.11960 0.12463
S -3.03928 -0.11055 -0.02572
H 0.74377 -2.74949 0.02317
H 1.58586 -1.10727 0.02981
H -0.06163 1.07840 1.02113
H -0.08089 0.84629 -0.82094
H -1.97340 1.71109 -0.65295
*
```

highest occupied orbital energy = -8.72 eV
lowest unoccupied orbital energy = -0.017 Eh
frontier orbital gap = 8.253 eV

=====

three:
C4H5NS | wB97M-V/def2-TZVPD

Structure (ORCA input):
```
! RIJCOSX wB97M-V def2-TZVPD def2/J DEFGRID3
* xyz 0 1
C 1.08224 -0.98005 0.22274
C 0.11192 -0.03876 0.02309
C 1.23866 -2.32630 -0.07113
C -1.53419 1.85027 -0.15599
N -0.89461 0.59729 -0.30644
S 2.32574 0.08246 0.92887
H 0.47910 -2.70632 -0.71433
H 2.04045 -2.99253 0.25528
H -1.33548 2.49997 -1.02300
H -2.58421 1.63278 0.05679
H -0.92963 2.38120 0.78411
*
```

highest occupied orbital energy (alpha / beta) = -7.72 / -7.72 eV
lowest unoccupied orbital energy (alpha / beta) = -0.023 / -0.023 Eh
frontier orbital gap (alpha / beta) = 7.096 / 7.094 eV

=====

Least stable of them? two.